[1]
A structure of composition C23H20ClMnN5O2S3. Source: the Open Molecules 2025 dataset; level of theory: ωB97M-V/def2-TZVPD.

ORCA input file:
```
! RIJCOSX wB97M-V def2-TZVPD def2/J DEFGRID3
* xyz -2 2
Mn -0.09 0.14 -0.36
C 3.44 5.98 0.42
C 2.95 4.57 0.65
C 3.83 3.49 0.64
C 3.38 2.19 0.73
C 2.00 1.87 0.84
N 1.54 0.58 0.82
C 2.32 -0.40 1.39
C 2.88 -0.27 2.67
C 3.57 -1.29 3.29
C 3.74 -2.53 2.67
C 4.41 -3.68 3.37
C 3.21 -2.68 1.39
C 2.55 -1.64 0.75
N 2.18 -1.83 -0.62
C 2.87 -2.56 -1.53
C 2.11 -2.63 -2.66
C 0.95 -1.89 -2.35
N 1.01 -1.42 -1.12
C 1.13 2.98 0.87
C 1.60 4.29 0.76
N -0.27 2.80 1.06
C -1.09 3.60 1.78
C -2.37 3.12 1.62
C -2.23 2.01 0.77
N -0.97 1.83 0.44
H 4.41 6.15 0.89
H 2.74 6.71 0.83
H 3.55 6.19 -0.64
H 4.90 3.67 0.52
H 4.08 1.37 0.67
H 2.73 0.68 3.18
H 3.98 -1.13 4.28
H 5.16 -3.32 4.08
H 4.91 -4.34 2.66
H 3.69 -4.29 3.93
H 3.30 -3.63 0.88
H 3.85 -2.94 -1.30
H 2.36 -3.09 -3.60
H 0.09 -1.65 -2.95
H 0.88 5.09 0.73
H -0.70 4.41 2.37
H -3.28 3.50 2.07
H -2.98 1.31 0.40
S -4.11 -2.14 -0.17
C -2.60 -1.38 -0.26
S -1.42 -1.39 0.99
S -2.11 -0.36 -1.57
Cl 3.32 3.95 -3.27
C 1.83 3.16 -2.62
C 1.90 1.63 -2.43
O 2.92 1.00 -2.74
O 0.82 1.21 -1.94
H 1.02 3.39 -3.30
H 1.63 3.62 -1.66
*
```

As for the expectation value of S²: 0.782. Its HOMO energy (spin up / spin down) is -1.080 / -0.725 eV.

---

[2]
A structure of composition C23H20CsN4O5S4. Source: the Open Molecules 2025 dataset; level of theory: ωB97M-V/def2-TZVPD.

ORCA input file:
```
! RIJCOSX wB97M-V def2-TZVPD def2/J DEFGRID3
* xyz -1 1
Cs -0.96 1.35 0.47
O -1.84 0.97 -2.07
C -2.02 -0.41 -2.29
C -3.48 -0.79 -2.20
C -3.81 -2.10 -1.89
C -5.14 -2.47 -1.84
C -6.11 -1.51 -2.09
C -5.68 -0.22 -2.38
N -4.40 0.14 -2.44
H -0.88 1.16 -2.07
H -1.48 -1.01 -1.55
H -1.64 -0.69 -3.27
H -3.02 -2.82 -1.66
H -5.42 -3.49 -1.58
H -7.16 -1.75 -2.05
H -6.41 0.56 -2.57
O 4.49 1.45 -3.39
C 4.07 2.62 -2.87
C 4.92 3.72 -2.99
C 4.55 4.95 -2.47
C 3.33 5.11 -1.83
C 2.49 4.01 -1.71
C 2.83 2.77 -2.23
C 1.85 1.65 -2.06
O 0.77 1.85 -1.42
N 2.22 0.49 -2.58
N 1.28 -0.53 -2.47
C 1.65 -1.49 -1.74
S 0.72 -2.98 -1.59
C 1.49 -3.45 -0.02
C 2.97 -3.13 -0.13
S 3.16 -1.45 -0.78
H 3.77 0.78 -3.19
H 5.87 3.58 -3.49
H 5.23 5.79 -2.57
H 3.04 6.07 -1.42
H 1.53 4.11 -1.22
H 1.32 -4.51 0.12
H 1.01 -2.90 0.78
H 3.47 -3.83 -0.80
H 3.46 -3.16 0.84
O -3.06 1.75 4.54
S -1.99 1.25 3.73
O -1.17 2.24 3.05
N -2.49 0.15 2.64
C -1.88 -1.02 2.79
S -1.99 -2.31 1.73
C -0.98 -1.07 4.00
C -0.25 -2.14 4.49
C 0.52 -1.95 5.63
C 0.56 -0.71 6.27
C -0.18 0.36 5.78
C -0.94 0.15 4.65
H -0.30 -3.09 3.97
H 1.09 -2.77 6.03
H 1.16 -0.59 7.16
H -0.15 1.33 6.27
*
```

Its HOMO energy is -5.425 eV.

---

[3]
A structure of composition C23H20I2IrN2S. Source: the Open Molecules 2025 dataset; level of theory: ωB97M-V/def2-TZVPD.

ORCA input file:
```
! RIJCOSX wB97M-V def2-TZVPD def2/J DEFGRID3
* xyz 1 1
Ir -0.09 0.61 0.11
I -1.26 -2.01 -0.63
C -0.69 -3.63 0.64
I 1.33 -3.64 1.24
H -0.89 -4.53 0.07
H -1.31 -3.57 1.52
C -1.83 1.45 -2.36
C -2.61 1.63 -1.09
C -3.91 2.17 -1.10
C -4.58 2.33 0.08
C -3.99 1.94 1.30
C -4.62 2.08 2.55
C -3.97 1.69 3.69
C -2.67 1.16 3.63
C -2.03 1.00 2.43
S -0.42 0.30 2.31
C -2.69 1.39 1.24
N -2.03 1.26 0.04
H -2.06 2.24 -3.06
H -2.09 0.50 -2.84
H -0.75 1.46 -2.19
H -4.34 2.48 -2.04
H -5.57 2.77 0.09
H -5.62 2.50 2.59
H -4.45 1.81 4.65
H -2.17 0.86 4.55
N 1.85 -0.19 0.24
C 3.01 0.60 -0.16
C 4.03 -0.05 -0.83
C 5.16 0.64 -1.22
C 5.24 2.00 -0.93
C 4.21 2.63 -0.27
C 3.06 1.95 0.15
C 1.94 2.73 0.77
C 2.30 3.88 1.48
C 1.38 4.84 1.84
C 0.07 4.69 1.42
C -0.32 3.52 0.79
C 0.58 2.48 0.51
H 1.88 -1.06 -0.29
H 1.98 -0.50 1.21
H 3.94 -1.11 -1.05
H 5.95 0.14 -1.75
H 6.11 2.57 -1.23
H 4.28 3.70 -0.10
H 3.34 4.02 1.75
H 1.69 5.71 2.40
H -0.67 5.46 1.62
H -1.36 3.43 0.52
*
```

Its HOMO energy is -10.500 eV.

---

[4]
A structure of composition C23H20IN4O2SSc at a distorted geometry. Source: the Open Molecules 2025 dataset; level of theory: ωB97M-V/def2-TZVPD.

ORCA input file:
```
! RIJCOSX wB97M-V def2-TZVPD def2/J DEFGRID3
* xyz 2 1
Sc -0.20 -1.14 0.06
C 2.17 -3.06 -3.00
C 3.27 -3.28 -2.19
C 3.09 -3.35 -0.82
C 1.81 -3.16 -0.30
N 0.75 -2.83 -1.09
C 0.94 -2.81 -2.42
C 1.48 -3.36 1.13
C 2.17 -4.30 1.89
C 1.70 -4.62 3.16
C 0.59 -3.95 3.65
C 0.00 -2.97 2.86
N 0.41 -2.69 1.61
H 2.27 -3.05 -4.08
H 4.25 -3.42 -2.61
H 3.92 -3.53 -0.16
H 0.07 -2.62 -3.03
H 3.03 -4.80 1.49
H 2.20 -5.38 3.74
H 0.20 -4.17 4.63
H -0.84 -2.40 3.24
I 2.03 6.74 -1.86
C 1.81 4.76 -1.18
C 1.89 3.70 -2.09
C 1.72 2.41 -1.65
C 1.42 2.16 -0.30
C 1.35 3.22 0.61
C 1.56 4.51 0.17
C 1.07 0.80 0.09
O 0.35 0.54 1.11
O 1.37 -0.20 -0.65
H 2.08 3.90 -3.13
H 1.80 1.58 -2.34
H 1.14 3.01 1.65
H 1.51 5.33 0.87
C -4.32 3.67 -1.02
C -3.62 2.44 -0.61
C -3.67 1.92 0.67
C -2.89 0.79 0.98
N -2.15 0.18 0.05
C -2.13 0.68 -1.22
S -1.20 -0.11 -2.35
N -2.85 1.80 -1.52
C -2.79 0.24 2.35
H -4.82 4.13 -0.18
H -5.06 3.46 -1.80
H -3.61 4.38 -1.45
H -4.29 2.38 1.41
H -2.79 2.14 -2.48
H -3.69 0.42 2.93
H -1.96 0.75 2.86
H -2.55 -0.83 2.33
*
```

Its HOMO energy is -13.357 eV.

---

Calculated energy relative to the best compared isomer or geometry (same formula, charge and spin) in order - 0.0 12.3 0.0 14.5 kcal per mole